No. 1
DFT (ωB97M-V with the def2-TZVPD basis set) results for a 3-piece molecular cluster, C4H16NO2S overall.

Properties
E_LUMO: -0.124 Ha
net charge: +1
ΔE to the lowest compared entry with this formula, charge and spin: 153.79 kJ/mol

Last column: natural (NBO) charge in e.
Atoms and positions in Å:
C: -0.61 -1.14 -1.21  -0.24
C: 0.27 -0.12 -1.98  -0.45
C: 0.18 1.25 -1.37  -0.55
S: -1.57 1.82 -1.27  0.15
C: -1.36 3.08 0.04  -0.72
N: -0.12 -1.36 0.24  -0.71
H: -1.70 -1.03 -1.30  0.26
H: -0.49 -2.07 -1.78  0.23
H: -0.32 -0.25 -2.94  0.26
H: 1.28 -0.54 -2.14  0.24
H: 0.48 2.05 -2.04  0.26
H: 0.68 1.31 -0.39  0.21
H: -0.29 3.26 0.09  0.22
H: -1.76 2.61 0.97  0.23
H: -1.90 3.99 -0.14  0.24
H: -0.89 -0.94 0.79  0.48
H: 0.10 -2.30 0.55  0.44
H: 0.73 -0.80 0.16  0.46
H: -1.41 -1.12 3.81  0.50
H: 0.05 -0.93 3.27  0.48
O: -0.87 -0.63 3.17  -0.97
H: 3.89 -1.77 1.49  0.51
H: 2.66 -2.59 0.78  0.48
O: 2.97 -1.79 1.22  -0.99


No. 2
DFT (ωB97M-V with the def2-TZVPD basis set) results for C47H34Cl5N7OP2PbS3Se2 as an isolated structure.

Properties
E_LUMO: 0.127 Ha
net charge: -2
ΔE to the lowest compared entry with this formula, charge and spin: 222.95 kJ/mol

Last column: Löwdin charge in e.
Atoms and positions in Å:
Pb: 3.02 1.25 -0.82  0.94
N: 1.78 5.22 -0.03  0.04
C: 1.44 4.00 -0.61  -0.89
S: 2.36 3.54 -2.03  0.47
N: 0.50 3.35 -0.02  0.05
N: 0.10 2.19 -0.70  -0.16
C: -0.49 2.11 -1.99  -0.24
C: -1.50 3.10 -2.31  -0.17
C: -2.26 3.71 -1.30  -0.05
C: -3.24 4.65 -1.58  -0.12
C: -3.49 5.05 -2.89  -0.14
C: -2.73 4.49 -3.91  -0.12
C: -1.74 3.55 -3.63  -0.06
C: -0.08 1.03 -2.77  -0.25
C: -0.84 0.57 -3.90  -0.04
C: -0.44 -0.52 -4.61  -0.11
C: 0.72 -1.23 -4.22  -0.11
C: 1.37 -0.77 -3.10  -0.20
N: 1.01 0.31 -2.38  0.01
H: 2.76 5.42 -0.13  0.03
H: 1.46 5.28 0.93  0.08
H: -2.07 3.43 -0.27  0.08
H: -3.80 5.09 -0.76  0.09
H: -4.26 5.78 -3.11  0.08
H: -2.88 4.81 -4.93  0.09
H: -1.12 3.17 -4.43  0.11
H: -1.76 1.08 -4.16  0.09
H: -1.03 -0.87 -5.44  0.09
H: 1.08 -2.10 -4.75  0.08
H: 2.27 -1.28 -2.75  0.08
Se: -2.64 -3.21 2.33  0.35
P: -2.78 -1.36 1.33  0.57
C: -3.40 -1.55 -0.37  -0.34
C: -2.81 -2.54 -1.16  -0.09
C: -3.25 -2.74 -2.46  -0.08
C: -4.28 -1.97 -2.97  -0.09
C: -4.86 -0.98 -2.19  -0.08
C: -4.42 -0.77 -0.89  -0.07
C: -3.95 -0.22 2.16  -0.35
C: -3.85 1.17 2.03  -0.07
C: -4.78 1.99 2.65  -0.07
C: -5.82 1.44 3.38  -0.09
C: -5.92 0.06 3.51  -0.09
C: -4.99 -0.77 2.90  -0.11
C: -1.29 -0.35 1.12  -0.38
C: -0.02 -0.21 1.71  -0.39
N: 0.60 0.79 1.10  0.09
N: -0.26 1.22 0.22  -0.14
N: -1.41 0.59 0.17  0.16
P: 1.00 -1.30 2.72  0.51
Se: 2.97 -0.64 3.04  0.28
C: 0.93 -2.84 1.75  -0.36
C: 0.82 -4.09 2.34  -0.12
C: 0.83 -5.23 1.55  -0.09
C: 0.96 -5.12 0.17  -0.09
C: 1.09 -3.87 -0.42  -0.08
C: 1.08 -2.73 0.37  -0.10
C: 0.09 -1.55 4.28  -0.36
C: 0.70 -2.30 5.28  -0.12
C: 0.05 -2.50 6.49  -0.09
C: -1.19 -1.91 6.72  -0.09
C: -1.78 -1.13 5.73  -0.08
C: -1.14 -0.96 4.51  -0.11
H: -2.01 -3.15 -0.76  0.08
H: -2.78 -3.49 -3.07  0.10
H: -4.62 -2.12 -3.99  0.10
H: -5.65 -0.36 -2.60  0.10
H: -4.86 0.02 -0.29  0.10
H: -3.05 1.60 1.44  0.09
H: -4.69 3.07 2.54  0.10
H: -6.54 2.09 3.86  0.10
H: -6.73 -0.37 4.09  0.10
H: -5.05 -1.84 3.01  0.06
H: 0.69 -4.18 3.41  0.09
H: 0.73 -6.20 2.02  0.10
H: 0.95 -6.01 -0.44  0.10
H: 1.19 -3.77 -1.49  0.10
H: 1.19 -1.76 -0.10  0.09
H: 1.69 -2.71 5.12  0.09
H: 0.52 -3.10 7.26  0.10
H: -1.70 -2.06 7.67  0.09
H: -2.74 -0.66 5.91  0.10
H: -1.61 -0.34 3.76  0.08
Cl: 4.27 2.08 -4.34  0.64
C: 4.88 0.56 -3.74  -0.70
C: 4.45 0.12 -2.50  -0.40
C: 4.95 -1.10 -2.09  -0.72
Cl: 4.42 -1.77 -0.55  0.62
C: 5.84 -1.86 -2.84  -0.70
Cl: 6.43 -3.39 -2.28  0.63
C: 6.26 -1.37 -4.08  -0.71
Cl: 7.38 -2.29 -5.04  0.63
C: 5.77 -0.15 -4.53  -0.70
Cl: 6.29 0.45 -6.08  0.63
C: 7.12 1.01 2.23  -0.16
O: 6.41 2.23 2.41  -0.27
C: 5.70 2.75 1.37  -1.36
S: 4.88 4.17 1.71  0.49
S: 5.78 1.96 -0.14  0.47
H: 7.61 0.83 3.19  0.08
H: 7.85 1.09 1.43  0.06
H: 6.44 0.19 1.99  0.07


No. 3
DFT (ωB97M-V with the def2-TZVPD basis set) results for C22H20N3O6RbS4Te as an isolated structure.

Properties
E_LUMO: 0.136 Ha
net charge: -2
ΔE to the lowest compared entry with this formula, charge and spin: 63.30 kJ/mol

Last column: natural (NBO) charge in e.
Atoms and positions in Å:
Rb: 0.42 -1.36 1.42  0.94
C: 4.02 -0.69 6.63  -0.74
S: 5.48 -0.50 5.59  0.14
C: 4.64 0.12 4.11  -0.09
S: 3.97 1.68 4.12  -0.45
N: 4.63 -0.78 3.17  -0.40
N: 3.89 -0.43 2.03  -0.18
C: 4.60 -0.02 1.07  0.00
C: 4.01 0.34 -0.23  0.17
C: 4.79 1.05 -1.15  -0.25
C: 4.23 1.40 -2.37  -0.18
C: 2.92 1.04 -2.63  -0.29
C: 2.23 0.34 -1.66  0.05
N: 2.75 -0.01 -0.49  -0.42
H: 4.34 -0.85 7.65  0.20
H: 3.43 0.23 6.58  0.24
H: 3.41 -1.53 6.29  0.21
H: 5.68 0.14 1.19  0.16
H: 5.80 1.31 -0.90  0.21
H: 4.81 1.96 -3.10  0.20
H: 2.43 1.29 -3.57  0.22
H: 1.20 0.03 -1.83  0.20
O: -1.74 -1.52 -0.25  -1.04
S: -2.69 -0.86 0.63  2.40
O: -3.70 -0.11 -0.10  -1.03
O: -2.03 -0.07 1.67  -1.02
C: -3.61 -2.16 1.51  -0.34
C: -4.99 -1.98 1.43  -0.20
C: -5.89 -2.84 2.03  -0.24
C: -5.42 -3.94 2.73  -0.23
C: -4.05 -4.13 2.82  -0.23
C: -3.12 -3.27 2.24  -0.20
S: -1.39 -3.71 2.63  2.40
O: -1.49 -4.93 3.40  -1.02
O: -0.70 -3.86 1.36  -1.03
O: -0.91 -2.56 3.39  -1.03
H: -5.35 -1.13 0.87  0.24
H: -6.96 -2.65 1.94  0.19
H: -6.09 -4.63 3.20  0.19
H: -3.65 -4.97 3.37  0.25
C: -0.05 3.31 -2.21  -0.72
Te: -1.09 2.03 -0.83  0.52
C: -1.70 1.00 -2.60  -0.66
C: -1.52 1.97 -3.73  -0.06
C: -2.11 1.76 -4.97  -0.19
C: -1.94 2.66 -6.01  -0.23
C: -1.16 3.79 -5.83  -0.23
C: -0.55 4.00 -4.60  -0.24
C: -0.72 3.11 -3.55  0.07
H: 1.00 3.03 -2.26  0.22
H: -0.11 4.35 -1.89  0.22
H: -2.73 0.68 -2.46  0.26
H: -1.10 0.11 -2.73  0.23
H: -2.73 0.88 -5.11  0.21
H: -2.43 2.48 -6.97  0.20
H: -1.03 4.50 -6.63  0.20
H: 0.06 4.88 -4.45  0.20


No. 4
DFT (ωB97M-V with the def2-TZVPD basis set) results for C2H5N3S2 in the gas phase.

Properties
E_LUMO: 0.006 Ha
SMILES string: [H]/N=C\NC(=S)NS
ΔE to the lowest compared entry with this formula, charge and spin: 157.74 kJ/mol

Last column: natural (NBO) charge in e.
Atoms and positions in Å:
C: -0.02 0.03 -0.01  0.27
C: 1.06 2.23 0.39  0.29
H: -0.91 -2.42 0.35  0.16
H: -0.92 -0.23 -1.84  0.40
H: 0.04 1.60 -1.31  0.38
H: 1.30 1.76 1.39  0.20
H: 1.10 3.66 -0.78  0.32
N: -0.69 -0.66 -0.94  -0.72
N: 0.34 1.32 -0.40  -0.63
N: 1.44 3.38 0.09  -0.64
S: -1.35 -2.23 -0.88  0.19
S: 0.44 -0.66 1.42  -0.22


No. 5
DFT (ωB97M-V with the def2-TZVPD basis set) results for C5H8O as an isolated structure.

Properties
E_LUMO: -0.012 Ha
ΔE to the lowest compared entry with this formula, charge and spin: 477.82 kJ/mol

Last column: natural (NBO) charge in e.
Atoms and positions in Å:
C: -0.14 -0.30 -1.76  -0.64
C: -0.54 1.26 0.39  -0.66
C: 0.55 0.08 -0.44  0.30
C: 0.12 -0.62 0.73  0.29
C: 0.34 -1.27 1.83  -0.48
O: 1.80 0.38 -0.46  -0.71
H: -0.10 0.56 -2.42  0.22
H: 0.41 -1.13 -2.21  0.24
H: -1.18 -0.60 -1.62  0.20
H: -1.61 1.06 0.36  0.22
H: -0.35 2.06 -0.33  0.27
H: -0.16 1.65 1.33  0.24
H: 1.13 -2.02 1.88  0.27
H: -0.28 -1.11 2.71  0.24


No. 6
DFT (ωB97M-V with the def2-TZVPD basis set) results for a 2-piece molecular cluster, C10H11N2O2S overall.

Properties
E_LUMO (spin up / spin down): 0.099 / 0.099 Ha
net charge: -1
ΔE to the lowest compared entry with this formula, charge and spin: 285.91 kJ/mol

Last column: natural (NBO) charge in e.
Atoms and positions in Å:
C: -3.21 -0.20 0.32  -0.45
C: -3.78 -1.10 -0.54  -0.10
C: -1.82 -0.56 0.29  0.09
C: 1.73 0.86 -0.55  -0.22
C: 2.25 -0.13 0.19  -0.21
C: 3.31 -1.17 -0.01  0.70
C: 0.14 0.76 1.27  -0.26
C: 0.54 1.61 0.04  -0.31
C: 0.99 3.07 0.49  -0.61
C: -0.47 -2.29 -0.84  -0.40
N: -2.82 -1.96 -1.01  -0.33
N: -1.68 -1.62 -0.45  -0.22
O: 3.36 -2.01 0.92  -0.75
O: 3.92 -1.15 -1.07  -0.72
S: 1.30 -0.36 1.71  0.44
H: -3.60 0.53 1.01  0.21
H: -4.78 -1.39 -0.68  0.19
H: 2.25 1.30 -1.38  0.23
H: -0.24 1.27 2.16  0.21
H: -0.36 1.73 -0.69  0.25
H: 2.10 3.03 0.75  0.21
H: 0.42 3.45 1.33  0.21
H: 0.92 3.63 -0.42  0.21
H: -0.72 -3.25 -1.18  0.21
H: -0.02 -1.69 -1.61  0.21
H: 0.27 -2.34 -0.06  0.23


No. 7
DFT (ωB97M-V with the def2-TZVPD basis set) results for an isolated ion of composition C14H14N3OS2 and charge +1.

Properties
E_LUMO: -0.122 Ha
net charge: +1
SMILES string: Cc1nc(C)c(-c2csc([NH2+]c3cccc(O)c3)n2)s1

Last column: natural (NBO) charge in e.
Atoms and positions in Å:
C: -6.08 -0.90 -0.82  -0.67
C: -4.69 -0.72 -0.36  0.14
N: -4.06 -1.51 0.43  -0.45
C: -2.79 -1.12 0.70  0.21
C: -2.42 0.05 0.08  -0.30
C: -1.17 0.74 0.15  0.13
C: -0.85 1.90 -0.53  -0.42
S: 0.74 2.42 -0.18  0.48
C: 0.88 1.04 0.86  0.14
N: -0.15 0.27 0.93  -0.41
N: 2.10 0.72 1.58  -0.53
H: 2.47 1.55 2.05  0.45
H: 1.84 0.00 2.27  0.47
C: 3.13 0.17 0.66  0.12
C: 3.05 -1.16 0.30  -0.30
C: 3.99 -1.68 -0.58  0.36
C: 4.98 -0.84 -1.09  -0.26
C: 5.04 0.49 -0.72  -0.15
C: 4.11 1.02 0.16  -0.27
H: 4.15 2.05 0.44  0.23
H: 5.81 1.12 -1.12  0.24
H: 5.72 -1.24 -1.78  0.23
O: 3.88 -2.98 -0.90  -0.63
H: 4.57 -3.26 -1.51  0.50
H: 2.27 -1.80 0.69  0.25
H: -1.48 2.46 -1.19  0.27
S: -3.74 0.67 -0.88  0.38
C: -1.96 -1.95 1.60  -0.64
H: -1.05 -2.28 1.09  0.22
H: -1.66 -1.38 2.48  0.23
H: -2.53 -2.82 1.91  0.25
H: -6.70 -0.08 -0.48  0.24
H: -6.46 -1.83 -0.41  0.25
H: -6.12 -0.93 -1.91  0.24


No. 8
DFT (ωB97M-V with the def2-TZVPD basis set) results for a 2-piece molecular cluster, C3H6O3 overall.

Properties
E_LUMO: 0.015 Ha
SMILES string: CC=O.O=CO
ΔE to the lowest compared entry with this formula, charge and spin: 142.05 kJ/mol

Last column: natural (NBO) charge in e.
Atoms and positions in Å:
O: -0.14 -1.30 0.95  -0.56
C: -1.17 -1.77 0.55  0.48
C: -1.51 -1.94 -0.91  -0.74
H: -1.99 -1.98 1.25  0.12
H: -1.05 -2.87 -1.26  0.25
H: -2.60 -1.95 -0.93  0.22
H: -1.16 -1.15 -1.57  0.26
O: 1.85 2.47 0.11  -0.53
C: 0.76 2.01 0.01  0.64
O: 0.50 0.81 -0.57  -0.74
H: -0.10 2.63 0.32  0.09
H: 0.26 0.20 0.16  0.51


Calculated energy (hartree), listed in the same order as above: -765.14476 -11444.01050 -3351.02797 -1039.82328 -270.37590 -1045.74045 -1577.53909 -343.60045